# 1
68
Properties=species:S:1:pos:R:3:mulliken_charge:R:1 method="wB97M-V/def2-TZVPD" charge=-1 orbital_gap_ev="4.8 / 6.3" multiplicity=8 lumo_energy_ha="0.0928 / 0.0928" homo_ev="-2.3 / -3.8"
Eu 0.3016 -1.0350 -0.4063 0.58
O 0.5984 -0.7360 1.7846 -0.34
C 1.5478 -0.8000 2.6290 0.20
C 1.3241 -0.7961 4.0391 -0.91
C 2.3547 -0.8490 4.9522 -0.42
C 3.6928 -0.9030 4.5391 -0.83
C 3.9410 -0.9132 3.1747 -0.64
C 2.9219 -0.8746 2.2237 0.66
C 3.3083 -0.9303 0.7876 0.07
N 2.7160 -0.4020 -0.2638 0.12
C 3.4957 -0.7003 -1.3646 -0.30
C 4.5876 -1.3997 -0.9780 -0.74
N 4.4606 -1.5352 0.3963 -0.10
H 0.2874 -0.7584 4.3562 0.39
H 2.1223 -0.8455 6.0136 0.35
H 4.5077 -0.9276 5.2509 0.36
H 4.9761 -0.9251 2.8386 0.42
H 3.1989 -0.3897 -2.3521 0.41
H 5.4107 -1.8281 -1.5224 0.43
H 5.0250 -2.1073 0.9966 0.27
C -0.1866 -1.1034 -4.9626 -2.06
C -0.4620 -0.7572 -3.4973 1.40
O 0.3223 -1.4184 -2.6375 -0.79
C -1.9398 -1.1187 -3.1803 0.67
F -2.1900 -1.0755 -1.8597 -0.13
F -2.2037 -2.3715 -3.5984 -0.29
F -2.8641 -0.3252 -3.7965 -0.34
C -0.2820 0.8278 -3.3188 0.60
F -1.3516 1.4788 -2.7982 -0.29
F 0.7608 1.0723 -2.5106 -0.19
F -0.0024 1.5298 -4.4601 -0.39
H -0.1714 -2.1890 -5.0281 0.41
H 0.7996 -0.7227 -5.2286 0.43
H -0.9129 -0.7007 -5.6749 0.35
S 1.3348 -3.5910 0.0220 -0.47
C -0.3824 -3.8230 -0.2150 -0.02
C -1.3406 -3.3173 0.6762 -0.25
C -2.7049 -3.5507 0.4831 -0.69
C -3.1659 -4.2801 -0.5948 -0.41
C -2.2254 -4.7775 -1.5049 -0.50
C -0.8777 -4.5442 -1.3237 -0.22
H -0.9940 -2.7843 1.5533 0.55
H -3.4084 -3.1528 1.2092 0.37
H -4.2265 -4.4549 -0.7358 0.35
H -2.5566 -5.3402 -2.3726 0.34
H -0.1550 -4.9141 -2.0414 0.32
C -0.7876 4.9848 2.3315 -1.11
C -0.7674 4.7360 0.8272 -0.76
N -1.3455 3.4758 0.4064 0.38
C -2.7548 3.4080 0.0742 -0.88
C -3.6472 2.9474 1.2253 -0.92
C -0.5975 2.2933 0.3668 0.92
C 0.8865 2.4296 0.5923 -1.24
N -1.0807 1.1411 0.1180 -0.03
H -0.2634 5.9122 2.5804 0.40
H -0.3019 4.1671 2.8686 0.26
H -1.8092 5.0682 2.7092 0.31
H 0.2525 4.7996 0.4533 0.41
H -1.3239 5.5271 0.3170 0.38
H -2.8697 2.7471 -0.7894 0.24
H -3.0596 4.3980 -0.2734 0.45
H -3.4164 1.9227 1.5192 0.27
H -4.7043 2.9874 0.9512 0.40
H -3.5046 3.5795 2.1031 0.24
H 1.1023 2.9664 1.5188 0.43
H 1.3467 2.9762 -0.2359 0.31
H 1.3389 1.4447 0.6576 -0.15
H -2.0853 1.1476 -0.0204 -0.07

***

# 2
62
Properties=species:S:1:pos:R:3:mulliken_charge:R:1 method="wB97M-V/def2-TZVPD" charge=-1 orbital_gap_ev=5.8 lumo_energy_ha=0.0599 homo_ev=-4.1
C -4.8730 1.7642 2.1142 -1.59
C -4.5082 2.3598 0.7783 1.76
C -5.0149 1.4994 -0.3579 -1.58
C -5.1657 3.7346 0.7407 -1.80
O -3.0627 2.6065 0.5305 -0.36
C -2.1526 1.6382 0.7964 0.58
N -1.1431 1.6849 -0.2146 -0.74
N -0.0522 1.1441 0.0370 0.74
C 0.9474 2.1019 0.5196 0.26
O 0.6840 3.1954 0.9846 -0.62
O 2.1436 1.5020 0.4035 -0.16
C 3.4099 2.2769 0.5246 1.64
C 3.5068 3.0403 1.8149 -1.62
C 3.5866 3.2963 -0.5742 -1.69
C 4.5056 1.2194 0.4574 -1.76
O -2.1773 0.8622 1.7286 -0.55
H -4.7746 2.4866 2.9312 0.39
H -5.9372 1.5083 2.0813 0.42
H -4.3188 0.8607 2.3538 0.35
H -4.7772 1.9724 -1.3164 0.37
H -4.5644 0.5034 -0.3348 0.35
H -6.1004 1.3814 -0.3033 0.44
H -4.8786 4.3123 -0.1466 0.38
H -6.2611 3.6381 0.7418 0.37
H -4.8963 4.3188 1.6327 0.42
H 3.3914 2.3851 2.6823 0.36
H 4.5031 3.4981 1.8583 0.44
H 2.7519 3.8285 1.8357 0.38
H 3.4219 2.8861 -1.5757 0.34
H 2.9176 4.1434 -0.3940 0.40
H 4.6182 3.6707 -0.5295 0.45
H 4.4638 0.6122 -0.4601 0.38
H 5.4841 1.7201 0.4904 0.41
H 4.4520 0.5240 1.3088 0.38
C -1.3202 -2.6594 -5.1880 -0.37
C -0.3061 -3.2628 -4.4301 -0.64
C -0.1024 -2.9005 -3.0922 0.13
C -0.9004 -1.9337 -2.4785 0.01
C -0.7616 -1.5034 -1.0170 0.05
C 0.5484 -1.4702 -0.3995 -0.11
C 0.6218 -2.0353 0.9352 0.56
C 1.8047 -2.9043 1.3728 0.21
C 2.4481 -3.8074 0.5294 0.02
C 3.4794 -4.6320 1.0005 -0.60
C 3.8907 -4.5695 2.3399 -0.37
C 3.2018 -3.7102 3.2100 -0.49
C 2.1654 -2.8957 2.7392 -0.57
O -0.2804 -1.9405 1.7779 -0.63
O -1.8219 -1.2558 -0.4295 -0.61
C -1.9775 -1.3922 -3.2134 -0.55
C -2.1738 -1.7418 -4.5557 -0.49
H -1.4478 -2.9054 -6.2456 0.34
H 0.3309 -4.0198 -4.8816 0.37
H 0.7110 -3.3351 -2.5057 0.32
H 1.4242 -1.1023 -0.9297 0.45
H 2.1414 -3.8237 -0.5200 0.26
H 3.9610 -5.3272 0.3157 0.36
H 4.7273 -5.1772 2.6960 0.36
H 3.4899 -3.6872 4.2637 0.34
H 1.6400 -2.2220 3.4204 0.41
H -2.6306 -0.6620 -2.7259 0.40
H -2.9932 -1.2998 -5.1277 0.35

***

# 3
59
Properties=species:S:1:pos:R:3:mulliken_charge:R:1 method="wB97M-V/def2-TZVPD" orbital_gap_ev=8.4 lumo_energy_ha=0.0215 homo_ev=-7.8
C -5.1519 -0.9682 -2.9987 -1.07
H -4.9556 -2.0662 -3.1700 0.43
H -4.4877 -0.4085 -3.9214 0.21
O -4.5670 -0.5166 -1.9261 -0.24
C -5.1346 -1.0501 -0.8495 0.15
C -6.2664 -1.8527 -0.5287 -0.42
C -6.8251 -2.2162 0.8299 -1.13
C -6.2235 -1.4992 1.6773 -0.17
C -5.1914 -0.6140 1.6010 -0.06
C -4.5536 -0.3429 0.4539 0.70
N -3.6243 0.8398 0.3522 0.10
C -3.4002 1.6347 1.3340 -0.90
H -4.2173 1.6645 1.7754 1.14
C -2.5526 2.8654 0.9343 -1.60
N -1.3751 2.3766 0.0757 0.16
C -0.2300 2.5431 0.9276 0.03
O -0.0090 2.9975 1.9169 -0.43
C 0.9867 1.9992 0.1315 0.57
C 1.8710 1.1304 0.5305 -0.46
C 2.8574 0.6148 0.0213 0.42
C 3.2031 1.1815 -1.4116 -0.21
C 2.3938 2.3288 -1.6993 -0.70
C 1.3916 2.7681 -1.1054 -0.85
H 0.7372 3.5184 -1.3709 0.67
H 2.7998 2.8755 -3.0247 -0.03
N 4.4577 0.5862 -1.7943 -0.19
C 4.7421 -0.6101 -0.9013 0.76
C 3.8896 -0.2921 0.1120 0.64
C 3.8731 -1.4563 1.3880 -1.30
H 3.2489 -2.2577 1.2141 0.47
C 5.3747 -1.9109 1.2779 0.85
C 6.3205 -1.0476 1.7989 -1.67
H 6.1546 -0.8110 2.9953 0.32
H 7.3479 -1.5274 1.8329 0.33
H 6.2607 -0.1346 1.4123 0.46
C 5.8322 -2.2761 -0.0363 -0.88
H 5.0685 -3.1724 -0.6220 0.22
H 6.7419 -2.9885 0.2525 0.33
C 5.8971 -1.2670 -1.0414 -1.15
H 6.7181 -0.6206 -0.7655 0.29
H 6.0607 -1.7667 -1.9221 0.43
H 5.2029 -2.8348 2.2127 0.24
H 3.6256 -0.9625 2.2499 0.53
H 4.8176 0.6536 -2.6032 0.10
H 1.3734 0.6423 1.4642 0.09
C -1.4670 1.4061 -0.8875 -0.66
H -0.6060 1.0705 -1.3113 0.64
C -2.2096 0.0874 -0.2885 -1.62
H -2.5496 -0.3526 -1.2468 0.27
H -1.8001 -0.2133 0.4325 1.27
H -2.2447 2.0106 -1.6570 0.21
H -2.2691 3.4842 1.6657 0.62
H -3.0391 3.3673 0.0968 0.43
H -2.5944 0.9854 2.3051 0.15
H -4.6022 -0.2884 2.7137 0.10
H -6.5586 -1.6673 2.9825 0.04
H -7.5837 -2.8432 0.6598 0.54
H -6.7295 -2.2043 -1.4055 0.46
H -6.2294 -0.5916 -3.1394 0.38

***

# 4
59
Properties=species:S:1:pos:R:3:mulliken_charge:R:1 method="wB97M-V/def2-TZVPD" orbital_gap_ev=4.0 lumo_energy_ha=-0.0549 homo_ev=-5.5
C -0.7356 -4.4282 -1.9469 -1.07
C -0.5763 -3.0368 -2.3342 -0.42
N -0.7568 -2.8175 -3.6554 0.87
O -0.6783 -1.7165 -4.2566 -0.80
O -1.0444 -3.8718 -4.3359 -0.83
H 0.0571 -4.7847 -1.2842 0.25
H -1.7067 -4.5891 -1.4574 0.21
H -0.7285 -4.9407 -2.9232 0.38
H -0.5782 -2.2245 -1.6340 0.56
C -2.3507 4.7396 -0.6175 -0.83
C -2.1491 5.1054 -2.0882 -0.65
N -1.6883 3.9677 -2.8320 0.02
C -1.7387 3.8771 -4.2726 -0.71
C -1.1148 2.4900 -4.5798 -0.70
C -0.7186 1.9540 -3.2425 0.47
C -0.1260 0.7894 -2.8284 -1.46
C 0.1823 0.5815 -1.4446 0.96
C 0.7368 -0.6713 -1.0655 -1.05
C 0.9798 -1.0866 0.2817 1.32
C 2.0599 -1.9928 0.5393 -1.05
C 2.3533 -2.3684 1.8314 0.51
C 1.5796 -1.8333 2.8785 0.48
N 1.9837 -2.3101 4.0786 0.01
C 1.2588 -2.0702 5.2929 -0.63
C 0.5390 -0.7235 5.2232 -0.79
C -0.2331 -0.4899 3.9137 -0.83
C 0.4931 -0.9704 2.6959 0.09
C 0.1569 -0.6646 1.3799 -1.59
C 2.9879 -3.3383 3.9432 -0.79
C 3.3546 -3.2999 2.4361 -0.78
C -0.0698 1.6526 -0.5237 -0.87
C -0.7862 2.7777 -0.9047 0.11
C -1.0763 2.9060 -2.2723 0.35
C -1.2099 3.9030 -0.0158 -0.93
H -2.4792 5.6604 -0.0425 0.37
H -3.2837 4.1711 -0.5321 0.34
H -3.0905 5.4394 -2.5434 0.40
H -1.4254 5.9333 -2.1799 0.30
H -2.7727 3.9498 -4.6301 0.34
H -1.1671 4.6902 -4.7411 0.32
H -1.8339 1.8322 -5.0850 0.32
H -0.2514 2.5978 -5.2483 0.30
H 0.0500 -0.0191 -3.5327 0.47
H 1.2081 -1.2488 -1.8710 0.66
H 2.6314 -2.3933 -0.3012 0.45
H 0.5250 -2.8774 5.4671 0.31
H 1.9805 -2.0936 6.1189 0.38
H -0.1494 -0.6487 6.0696 0.38
H 1.2854 0.0702 5.3395 0.32
H -1.2162 -0.9827 3.9756 0.33
H -0.4336 0.5827 3.8045 0.34
H -0.7768 -0.1299 1.1899 0.93
H 3.8422 -3.1314 4.5980 0.35
H 2.5838 -4.3213 4.2227 0.33
H 3.3167 -4.3021 1.9934 0.33
H 4.3805 -2.9274 2.3136 0.29
H 0.2848 1.5736 0.5062 0.92
H -0.3459 4.5591 0.1731 0.31
H -1.5192 3.5013 0.9561 0.39